{
  "formula": "C3H11N3O4",
  "method": "ωB97M-V/def2-TZVPD",
  "relative_energy_kj_mol": 130.6,
  "max_force_ev_per_a": 6.820,
  "total_energy_ha": -586.140245,
  "e_lumo_ev": 0.26,
  "total_charge": 0,
  "homo_ev": -10.15,
  "symbols": ["H", "H", "H", "N", "N", "N", "H", "H", "C", "H", "O", "C", "H", "O", "H", "H", "H", "C", "O", "H", "O"],
  "coordinates": [[-0.43, -1.65, -0.67], [-0.30, 0.15, 4.09], [0.08, -2.91, -1.60], [-0.04, -1.99, -1.51], [-0.87, 1.78, 0.26], [1.04, 0.62, -0.36], [1.92, 0.03, -0.12], [-1.36, 1.07, -0.41], [0.61, 0.33, -1.74], [-0.45, 0.64, -1.99], [-2.31, -1.51, 1.33], [0.38, 1.31, 0.61], [-0.34, 1.26, 3.00], [0.88, 1.57, 1.67], [-1.57, -0.91, 1.48], [1.34, 0.95, -2.43], [-3.03, -0.86, 1.33], [0.74, -1.09, -2.14], [-0.79, 0.66, 3.45], [-1.43, 2.32, 1.08], [1.49, -1.52, -3.05]]
}


{
  "formula": "C2H12N2O2",
  "method": "ωB97M-V/def2-TZVPD",
  "relative_energy_kj_mol": 111.9,
  "max_force_ev_per_a": 2.587,
  "total_energy_ha": -343.350495,
  "e_lumo_ev": 0.77,
  "total_charge": 0,
  "homo_ev": -9.08,
  "symbols": ["N", "H", "O", "H", "O", "H", "H", "H", "H", "C", "N", "H", "H", "H", "H", "C", "H", "H"],
  "coordinates": [[0.92, 1.40, 2.42], [0.36, 1.21, -0.17], [-1.71, -0.32, -3.70], [1.06, -0.49, 1.59], [2.22, -1.29, -1.20], [-0.42, -0.14, 2.45], [0.32, 1.75, 3.13], [1.31, -1.61, -1.24], [-0.79, -0.52, -3.95], [0.29, 0.27, 1.70], [-1.00, -0.59, -0.20], [1.90, 1.49, 2.53], [-1.80, -0.60, 0.43], [-1.45, -0.28, -1.06], [-2.02, -1.15, -3.37], [-0.38, 0.64, 0.43], [-1.15, 1.40, 0.44], [2.33, -1.15, -0.25]]
}